1.
14
Properties=species:S:1:pos:R:3 method="wB97M-V/def2-TZVPD" molar_mass_g_mol=93.13 orbital_gap_ev=10.6 lumo_ev=0.869 total_charge=0 max_force_ha_per_bohr=0.0305 multiplicity=1 total_energy_ha=-287.5556 relative_energy_kcal_mol=19.84 smiles="N#CC1CC=CC1"
N 1.901 -0.439 -2.624
C 1.157 -0.493 -1.735
C 0.240 -0.616 -0.597
C -1.021 0.291 -0.668
C -1.164 0.789 0.747
C -0.139 0.447 1.520
C 0.917 -0.319 0.770
H -0.088 -1.656 -0.590
H -0.864 1.120 -1.361
H -1.915 -0.244 -1.015
H -2.002 1.403 1.060
H -0.043 0.694 2.573
H 1.831 0.273 0.645
H 1.190 -1.250 1.276

2.
89
Properties=species:S:1:pos:R:3 method="wB97M-V/def2-TZVPD" molar_mass_g_mol=704.55 orbital_gap_ev=7.2 lumo_ev=-2.699 total_charge=+1 max_force_ha_per_bohr=0.0044 multiplicity=1 total_energy_ha=-4354.0747 relative_energy_kcal_mol=0.00
Y 0.072 -0.332 0.023
C -0.241 -1.314 3.316
C -1.643 -1.118 2.767
N -1.734 -0.003 1.798
C -1.721 1.321 2.420
C -0.317 1.784 2.717
C -0.053 2.662 3.757
C 1.253 3.067 3.974
C 2.257 2.577 3.153
C 1.911 1.711 2.129
C 2.943 1.215 1.147
N 2.633 -0.125 0.631
C 3.081 -1.195 1.549
C 2.113 -1.396 2.702
N 0.730 -1.557 2.236
N 0.649 1.324 1.916
H -0.262 -2.139 4.035
H 0.090 -0.433 3.867
H -2.337 -0.962 3.600
H -1.942 -2.020 2.240
H -2.599 -0.123 1.280
H -2.318 1.350 3.338
H -2.159 2.034 1.718
H -0.859 3.009 4.389
H 1.490 3.746 4.782
H 3.290 2.859 3.303
H 3.933 1.246 1.614
H 2.967 1.909 0.303
H 3.124 -0.239 -0.250
H 4.072 -0.963 1.953
H 3.175 -2.115 0.977
H 2.138 -0.528 3.362
H 2.449 -2.249 3.300
H 0.598 -2.503 1.885
C -0.579 -7.061 -4.024
C -1.263 -7.161 -2.653
C -0.470 -8.123 -1.758
C -2.664 -7.736 -2.855
C -1.297 -5.779 -2.003
C -0.112 -5.105 -1.752
C -0.170 -3.869 -1.148
Br 1.502 -2.984 -0.847
C -1.331 -3.201 -0.742
O -1.244 -2.038 -0.092
C -2.544 -3.870 -1.051
C -2.474 -5.128 -1.649
C -3.919 -3.238 -0.801
C -4.106 -2.885 0.678
C -4.025 -1.966 -1.645
C -5.078 -4.157 -1.198
H -0.546 -8.043 -4.500
H 0.447 -6.700 -3.936
H -1.121 -6.380 -4.681
H -0.431 -9.115 -2.212
H -0.935 -8.215 -0.775
H 0.557 -7.783 -1.614
H -2.587 -8.722 -3.314
H -3.269 -7.111 -3.515
H -3.194 -7.853 -1.907
H 0.847 -5.526 -2.020
H -3.403 -5.630 -1.863
H -3.442 -2.071 0.955
H -3.896 -3.740 1.323
H -5.135 -2.567 0.858
H -3.201 -1.302 -1.410
H -4.970 -1.453 -1.445
H -3.978 -2.197 -2.710
H -5.099 -5.076 -0.608
H -5.047 -4.423 -2.255
H -6.017 -3.630 -1.020
F 0.373 0.969 -3.165
C 0.451 -0.227 -2.440
F -0.878 -0.780 -2.582
H 1.065 -0.877 -3.073
C 1.309 3.293 -1.595
C 0.295 3.237 -0.474
O -0.633 2.131 -0.535
C -1.752 2.466 -1.393
C -2.824 1.421 -1.268
H 2.010 4.103 -1.385
H 0.850 3.483 -2.562
H 1.862 2.359 -1.686
H -0.294 4.157 -0.451
H 0.791 3.163 0.491
H -1.394 2.540 -2.420
H -2.129 3.441 -1.073
H -2.451 0.448 -1.575
H -3.650 1.660 -1.938
H -3.234 1.393 -0.256